Formula: C38H116N2O22Pd
Source: the Open Molecules 2025 dataset
Level of theory: ωB97M-V/def2-TZVPD

The geometry in XYZ format:
```
179
Properties=species:S:1:pos:R:3:lowdin_spin:R:1
Pd -13.9668 -29.1708 0.2446 0.887
C -9.3852 -30.1060 -0.6048 0.000
C -9.6362 -29.9798 0.8995 0.001
C -8.2429 -29.6651 1.4758 0.001
C -8.3265 -29.1758 2.9123 0.000
C -9.2394 -27.9585 2.9957 0.000
C -10.6433 -28.1927 2.4304 0.001
N -10.4855 -28.8152 1.1232 0.027
O -11.6968 -28.8750 0.4171 0.085
C -11.2946 -26.8222 2.2834 0.000
C -11.4536 -29.0455 3.4163 0.000
C -10.1329 -31.3355 1.4393 0.001
H -10.3153 -30.2647 -1.1599 0.000
H -8.8361 -31.0183 -0.8724 0.000
H -8.8975 -29.2376 -1.0476 0.000
H -7.8695 -28.8009 0.9102 0.000
H -7.4788 -30.4381 1.3619 0.000
H -7.3505 -28.8850 3.3176 0.000
H -8.6871 -29.9470 3.6075 0.000
H -8.7572 -27.1681 2.4124 0.000
H -9.3045 -27.6987 4.0565 0.000
H -11.2884 -26.3450 3.2697 0.000
H -12.3214 -26.8673 1.9193 0.000
H -10.6834 -26.1773 1.6468 0.000
H -10.9139 -29.9197 3.7782 0.000
H -12.3603 -29.4188 2.9325 -0.001
H -11.7912 -28.4278 4.2534 0.000
H -10.7008 -31.8434 0.6583 0.000
H -10.7633 -31.2198 2.3174 0.000
H -9.3352 -32.0258 1.7328 0.000
C -16.5556 -27.4056 -1.7167 0.010
C -15.8238 -26.0845 -1.4989 0.028
C -16.8209 -24.9511 -1.8316 0.000
C -16.4100 -23.5717 -1.3326 0.000
C -16.0979 -23.6661 0.1634 0.000
C -15.0722 -24.7437 0.5601 0.027
N -15.3993 -26.0120 -0.0902 0.373
O -14.5835 -26.9369 0.2658 0.490
C -15.2328 -24.8986 2.0759 0.005
C -13.6680 -24.1830 0.2593 0.016
C -14.6335 -26.0271 -2.4510 0.016
H -15.8557 -28.2391 -1.6535 0.004
H -16.9428 -27.4325 -2.7371 0.000
H -17.3404 -27.6203 -0.9930 0.000
H -17.8168 -25.1488 -1.4304 0.001
H -16.8666 -24.9532 -2.9230 0.000
H -17.2350 -22.8725 -1.4618 0.000
H -15.5132 -23.2053 -1.8393 0.000
H -17.0439 -23.8705 0.6830 0.001
H -15.7813 -22.6891 0.5277 0.000
H -15.2688 -23.9364 2.5901 0.000
H -14.3836 -25.4401 2.4973 0.000
H -16.1693 -25.3984 2.3285 0.000
H -12.9044 -24.8094 0.7184 0.002
H -13.5637 -23.1861 0.6913 0.001
H -13.5457 -24.0275 -0.8102 0.000
H -14.1632 -25.0444 -2.5076 0.000
H -14.9505 -26.2851 -3.4657 0.002
H -13.8135 -26.7175 -2.2451 0.002
C -10.5301 -36.0344 2.5185 0.000
O -10.0972 -34.6990 2.2570 0.000
H -9.9007 -36.7768 2.0186 0.000
H -10.5473 -36.2288 3.5915 0.000
H -11.5425 -36.1034 2.1195 0.000
H -9.3426 -34.5137 2.8464 0.000
C -10.2571 -28.8137 6.8114 0.000
O -9.7374 -29.4458 7.9841 0.000
H -11.0796 -29.3969 6.3890 0.000
H -10.5995 -27.8140 7.0837 0.000
H -9.4986 -28.7714 6.0321 0.000
H -10.3987 -29.3477 8.6727 0.000
C -5.7733 -29.9465 -1.2098 0.000
O -4.4473 -29.4481 -1.1419 0.000
H -6.1534 -29.9710 -2.2340 0.000
H -5.8451 -30.9895 -0.8680 0.000
H -6.3763 -29.3630 -0.5228 0.000
H -3.8907 -29.8792 -1.7940 0.000
C -14.9794 -28.4670 3.3640 0.000
O -14.9507 -29.3976 2.2902 0.009
H -15.9661 -28.3254 3.8199 0.000
H -14.2476 -28.6878 4.1410 0.000
H -14.7439 -27.4681 2.9960 0.000
H -15.5039 -30.1286 2.5800 0.001
C -13.2729 -33.3076 -2.6337 0.000
O -12.3242 -32.7432 -1.7325 0.000
H -12.8930 -34.2228 -3.0877 0.000
H -14.1818 -33.5663 -2.0812 0.000
H -13.5212 -32.5551 -3.3786 0.000
H -11.7433 -33.4395 -1.3706 0.000
C -13.1813 -25.9327 5.7255 0.000
O -13.3672 -27.2926 6.0993 0.000
H -13.2562 -25.2729 6.5916 0.000
H -12.1452 -25.8400 5.3974 0.000
H -13.7992 -25.5823 4.8945 0.000
H -14.2768 -27.3869 6.3978 0.000
C -8.3367 -33.0144 4.6853 0.000
O -8.2200 -34.3597 4.2034 0.000
H -8.8343 -32.9767 5.6563 0.000
H -7.3550 -32.5498 4.7866 0.000
H -8.9233 -32.4462 3.9653 0.000
H -7.4797 -34.7716 4.6554 0.000
C -9.8949 -32.3120 -3.6722 0.000
O -8.7840 -31.9578 -4.4827 0.000
H -9.7353 -33.3180 -3.2785 0.000
H -10.0488 -31.6377 -2.8226 0.000
H -10.7977 -32.2302 -4.2740 0.000
H -7.9711 -32.1903 -4.0283 0.000
C -9.9138 -35.3326 -1.4052 0.000
O -10.6163 -34.4877 -0.5053 0.000
H -10.4849 -36.2323 -1.6618 0.000
H -9.6997 -34.7700 -2.3106 0.000
H -8.9856 -35.6965 -0.9563 0.000
H -10.4588 -34.7818 0.4042 0.000
C -7.0000 -33.5295 0.2616 0.000
O -6.0176 -33.6325 -0.7631 0.000
H -6.9822 -34.4646 0.8311 0.000
H -6.8069 -32.6951 0.9371 0.000
H -8.0010 -33.4408 -0.1594 0.000
H -5.3443 -34.2684 -0.5196 0.000
C -8.7944 -28.8388 -4.0051 0.000
O -8.8433 -27.5153 -3.4960 0.000
H -9.7819 -29.3045 -3.9083 0.000
H -8.5454 -28.7911 -5.0626 0.000
H -8.0675 -29.4379 -3.4510 0.000
H -9.3705 -27.5124 -2.6750 0.000
C -5.4926 -30.1032 5.7275 0.000
O -4.1652 -30.5419 5.9308 0.000
H -5.5270 -29.4539 4.8451 0.000
H -6.1956 -30.9333 5.5811 0.000
H -5.8990 -29.5342 6.5629 0.000
H -3.8415 -30.8101 5.0634 0.000
C -6.7330 -26.2967 5.3315 0.000
O -5.7572 -25.3958 4.8931 0.000
H -6.8543 -26.3727 6.4131 0.000
H -7.7398 -26.0031 4.9875 0.000
H -6.5995 -27.3173 4.9505 0.000
H -5.6212 -25.5659 3.9425 0.000
C -5.6819 -26.7264 1.5351 0.000
O -4.9082 -25.7977 2.3192 0.000
H -5.5911 -27.6915 2.0406 0.000
H -6.7371 -26.4642 1.6125 0.000
H -5.3632 -26.7180 0.4949 0.000
H -4.0891 -26.2422 2.5566 0.000
C -12.5312 -29.3722 -2.7274 -0.001
O -13.7599 -29.4870 -2.0139 0.005
H -11.7179 -29.0604 -2.0761 0.000
H -12.2491 -30.2854 -3.2566 0.000
H -12.6320 -28.5697 -3.4713 0.000
H -14.4647 -29.6112 -2.6525 0.001
C -13.5404 -32.3609 1.3513 0.000
O -13.5121 -31.4090 0.3062 0.002
H -12.5701 -32.8086 1.5617 0.000
H -13.8913 -31.8406 2.2453 0.000
H -14.2960 -33.1342 1.1629 0.000
H -13.0341 -31.7998 -0.4592 0.000
C -11.0808 -25.9337 -1.1161 0.001
O -10.1944 -27.0367 -1.1889 0.001
H -11.2699 -25.5505 -2.1245 0.000
H -12.0369 -26.2697 -0.7078 0.001
H -10.6672 -25.0952 -0.5465 0.000
H -10.4599 -27.6243 -0.4526 0.000
C -7.8921 -23.2581 2.2707 0.000
O -7.9824 -22.8533 0.8976 0.000
H -7.0520 -23.9356 2.4406 0.000
H -7.8308 -22.3987 2.9294 0.000
H -8.8155 -23.8258 2.4410 0.000
H -7.8891 -23.6490 0.3664 0.000
C -11.3910 -23.0693 4.5665 0.000
O -11.9252 -22.9004 5.8914 0.000
H -11.9775 -23.8559 4.0950 0.000
H -11.4606 -22.1637 3.9609 0.000
H -10.3503 -23.3914 4.6364 0.000
H -11.2408 -22.3787 6.3225 0.000
C -4.7144 -31.1677 2.2112 0.000
O -3.6251 -31.4290 3.0775 0.000
H -4.5309 -31.5746 1.2130 0.000
H -5.6805 -31.3810 2.6611 0.000
H -4.8071 -30.0949 1.9665 0.000
H -2.8086 -31.3058 2.5877 0.000
```

The value obtained for the orbital gap (alpha / beta) is 6.14 / 5.88 eV. As for the spin multiplicity: 3. The energy comes out at -92779.6838 eV. As for the charge: 0. The value obtained for the LUMO energy (alpha / beta) is 0.19 / 0.02 eV.